# 1
C21H21N3O5S | ωB97M-V with the def2-TZVPD basis set

```
51
C21H21N3O5S ωB97M-V with the def2-TZVPD basis set
C -5.77096 0.40194 0.96843
O -4.82003 0.25772 -0.05608
C -3.59877 0.83198 0.10658
C -3.18819 1.53476 1.22679
C -1.91604 2.08182 1.29521
C -1.03064 1.93051 0.23845
C 0.31810 2.47761 0.29482
C 0.73622 3.51596 1.07672
S 2.41889 3.81571 0.86942
C 2.44272 2.48392 -0.28696
N 3.63403 2.14843 -0.86397
C 4.02450 0.99315 -1.50126
O 5.16978 0.86926 -1.85621
C 2.95976 -0.03471 -1.84073
N 2.23521 -0.55622 -0.70268
C 0.99895 -1.13934 -0.86459
O 0.47626 -1.31912 -1.93358
C 0.46105 -1.50541 0.50190
C 0.14993 -3.01285 0.53408
C 1.43038 -3.78902 0.54617
C 2.39648 -3.41983 1.37265
C 2.17272 -2.24554 2.27412
C 1.56013 -1.07812 1.47672
C 2.63843 -0.46009 0.60579
O 3.67581 0.03029 0.97046
N 1.30396 1.92574 -0.47682
C -1.43609 1.22091 -0.89680
C -2.70196 0.67311 -0.97882
O -3.18631 -0.02270 -2.03486
C -2.35256 -0.20233 -3.15917
H -6.66226 -0.11420 0.61548
H -6.01145 1.45456 1.15118
H -5.43275 -0.06002 1.90229
H -3.85494 1.66448 2.06419
H -1.61735 2.61238 2.18555
H 0.16147 4.12934 1.73853
H 4.41549 2.75223 -0.63201
H 2.22195 0.42024 -2.51110
H 3.46055 -0.85513 -2.36674
H -0.46493 -0.94368 0.65638
H -0.42525 -3.23474 1.43771
H -0.46136 -3.26527 -0.33218
H 1.53436 -4.62417 -0.12776
H 3.34366 -3.93263 1.42082
H 1.47959 -2.52550 3.07310
H 3.10441 -1.91054 2.73018
H 1.21273 -0.31303 2.17645
H -0.73440 1.11466 -1.70636
H -2.93756 -0.79408 -3.86093
H -2.09709 0.75739 -3.61993
H -1.43665 -0.73982 -2.90062
```

Properties
max |F|	1.18	eV Å⁻¹
total charge	0
energy	-1751.5343	Eh
ΔE to the lowest compared entry with this formula, charge and spin	21.2	kcal/mol
LUMO level	0.0194	hartree

# 2
C2H4Si | ωB97M-V with the def2-TZVPD basis set

```
7
C2H4Si ωB97M-V with the def2-TZVPD basis set
C -2.10149 -0.40384 -0.21233
C -0.65012 -0.19917 0.22475
Si 1.12664 0.04329 -0.08136
H -3.04281 -0.18761 0.23841
H 1.05790 1.44630 0.09371
H 1.70895 -0.17800 -1.32954
H 1.90091 -0.52097 1.06636
```

Properties
max |F|	13.50	eV Å⁻¹
total charge	0
energy	-367.8821	Eh
ΔE to the lowest compared entry with this formula, charge and spin	75.8	kcal/mol
LUMO level (alpha / beta)	-0.0226 / -0.0227	hartree

# 3
CH3Br2P | ωB97M-V with the def2-TZVPD basis set

```
7
CH3Br2P ωB97M-V with the def2-TZVPD basis set
C -1.20578 0.04075 -0.25044
P 0.47354 -0.09743 0.01313
Br 2.74369 -1.50715 -0.06338
Br 1.07300 1.93550 -0.05005
H -1.78689 -0.85175 -0.20574
H -1.60359 0.87309 -0.79854
H 0.30604 -0.39301 1.35502
```

Properties
max |F|	1.35	eV Å⁻¹
total charge	0
energy	-5529.2148	Eh
ΔE to the lowest compared entry with this formula, charge and spin	72.1	kcal/mol
LUMO level (alpha / beta)	-0.0715 / -0.0568	hartree

# 4
C10H20AlBeBrCaCl2F7KN3O10S | ωB97M-V with the def2-TZVPD basis set

```
58
C10H20AlBeBrCaCl2F7KN3O10S ωB97M-V with the def2-TZVPD basis set
C -2.68954 2.39705 0.37703
N -3.39000 1.76990 -0.78864
C -4.45715 2.63004 -1.34836
C -2.42410 1.39237 -1.86063
O -1.57639 2.17526 -2.32475
C -2.53112 -0.15023 -2.33444
N -1.98655 -0.95063 -1.20711
C -0.72226 -1.67653 -1.55419
S -3.18879 -1.95356 -0.48299
O -4.10868 -1.03030 0.28326
O -3.99864 -2.76741 -1.42776
F -2.45819 -2.93883 0.68766
H -2.10821 3.30984 0.01442
H -3.48558 2.68976 1.17530
H -1.94250 1.64745 0.81743
H -4.00818 3.64277 -1.68601
H -4.93178 2.08172 -2.26359
H -5.27623 2.75897 -0.47989
H -2.01406 -0.32198 -3.32914
H -3.65041 -0.34850 -2.52281
H -0.61963 -1.89697 -2.66932
H 0.13699 -0.94460 -1.30748
H -0.55236 -2.60711 -0.91206
Be -4.73523 3.79642 0.50955
Br -6.42239 1.60021 -1.65776
C 2.49201 -4.60917 -1.83537
C 3.94658 -4.29263 -2.01505
O 3.95031 -2.91086 -2.30783
C 2.83895 -2.40406 -1.66470
O 2.66086 -1.25656 -1.46046
O 1.97777 -3.39961 -1.28940
F 4.46278 -4.95819 -3.09230
H 1.98552 -4.82375 -2.78295
H 2.33071 -5.44667 -1.15443
H 4.56033 -4.48303 -1.13061
F -1.83260 -3.80469 -2.46593
Ca 4.87893 -3.32916 -4.68215
N -2.18359 2.19525 4.15229
O -1.23544 2.21287 3.35085
O -3.33133 2.46783 3.76379
O -1.98394 1.90400 5.34921
O -0.21469 -1.86023 2.28937
H -0.85501 -1.98718 1.57623
H 0.63806 -1.82427 1.83951
F 6.15272 2.38013 -5.24115
Al 7.31226 1.19443 -5.84987
F 6.60825 -0.43470 -5.69720
F 8.80068 1.26972 -4.90220
F 7.66442 1.51619 -7.54924
Cl 2.40496 4.52292 5.91741
C 1.69919 4.09740 7.49794
C 1.09413 2.70653 7.49915
Cl -0.37276 2.60163 6.48184
H 0.95843 4.85665 7.75305
H 2.50826 4.15214 8.22976
H 0.79477 2.43503 8.51412
H 1.80644 1.95977 7.14281
K 0.62304 -4.95284 0.05581
```

Properties
max |F|	7.50	eV Å⁻¹
total charge	+1
energy	-7435.3163	Eh
LUMO level	-0.2858	hartree

# 5
C12H26AlB2O6 | ωB97M-V with the def2-TZVPD basis set

```
47
C12H26AlB2O6 ωB97M-V with the def2-TZVPD basis set
Al -0.65561 -0.60220 -1.30429
B 1.95799 0.58748 -2.26275
H 2.08875 -0.29728 -1.65914
H 1.50846 1.29690 -1.58533
H 2.90710 0.98993 -2.58129
H 1.34833 0.41579 -3.13629
B -2.20053 -1.14553 -3.88680
H -2.45346 -0.09718 -3.85163
H -2.55073 -1.46287 -4.85679
H -1.12198 -1.17614 -3.88179
H -2.63710 -1.66430 -3.04744
O 0.90008 0.33308 1.05351
C 1.45095 0.80272 2.05911
O 2.35988 0.18136 2.80743
C 2.69936 0.92246 3.95706
C 1.55915 1.93573 4.11599
C 1.14696 2.16746 2.64238
H 3.65515 1.43431 3.84491
H 2.64569 0.23221 4.79895
H 2.00694 2.74109 4.69821
H 0.71928 1.56490 4.70353
H 1.80535 2.88693 2.15557
H 0.09129 2.39882 2.50053
O -0.86526 -3.55175 -0.98752
C -0.66386 -4.69396 -0.65939
O -1.63794 -5.59766 -0.39879
C -1.09181 -6.87122 -0.08080
C 0.35209 -6.74345 -0.55636
C 0.72532 -5.29049 -0.34907
H -1.62208 -7.69826 -0.55296
H -1.25585 -7.05483 0.98102
H 0.43266 -6.94820 -1.62391
H 1.03187 -7.38473 0.00468
H 1.50321 -4.81983 -0.95030
H 0.89518 -5.00285 0.68848
O -0.72306 2.14457 -0.31972
C -0.98684 3.36153 -0.22803
O -0.11561 4.18716 0.40374
C -0.62591 5.51061 0.39392
C -1.81722 5.60173 -0.51576
C -2.23781 4.15867 -0.67711
H 0.08503 6.27770 0.08695
H -0.96451 5.82042 1.38259
H -1.44349 5.99016 -1.46315
H -2.54390 6.35401 -0.20901
H -2.59958 3.85323 -1.65891
H -3.06174 3.95196 0.00591
```

Properties
max |F|	5.34	eV Å⁻¹
total charge	+1
energy	-1215.7450	Eh
ΔE to the lowest compared entry with this formula, charge and spin	46.2	kcal/mol
LUMO level	-0.3330	hartree

# 6
C17H38Cl10N4O4 | ωB97M-V with the def2-TZVPD basis set

```
73
C17H38Cl10N4O4 ωB97M-V with the def2-TZVPD basis set
C -3.63699 -7.07899 0.11860
N -4.67931 -6.06360 0.18089
C -4.42563 -4.74014 0.03557
C -5.63277 -3.84804 0.08898
O -3.30094 -4.30706 -0.15941
H -3.84370 -7.77949 -0.68879
H -3.52737 -7.58554 1.07446
H -2.70081 -6.57673 -0.11554
H -5.62239 -6.37285 0.33432
H -6.47384 -4.24302 -0.48337
H -5.37406 -2.86571 -0.29417
H -5.98050 -3.69644 1.11273
C 3.08109 3.36066 -0.82681
N 3.90181 4.33472 -0.15080
C 5.25640 4.23921 -0.12453
C 5.94781 5.29833 0.69896
O 5.85706 3.36388 -0.72688
H 3.67122 2.77875 -1.52497
H 2.27072 3.86174 -1.35929
H 2.63212 2.66231 -0.11535
H 3.44696 5.09271 0.32505
H 5.39339 5.49505 1.61745
H 5.97350 6.22878 0.12844
H 6.95375 4.96614 0.92268
C -3.07356 -0.93379 -0.66527
N -1.66994 -0.70340 -0.95416
C -0.87225 0.03649 -0.15649
C 0.57196 0.12159 -0.57367
O -1.27199 0.55973 0.88140
H -3.71779 -0.46767 -1.41241
H -3.29419 -0.48478 0.29653
H -3.26488 -2.00620 -0.60442
H -1.28523 -1.09960 -1.79508
H 0.67869 0.55001 -1.56680
H 0.97868 -0.89123 -0.58916
H 1.08911 0.71297 0.17347
C 7.29712 -2.30119 0.90080
N 6.10838 -1.75700 0.27723
C 5.54851 -0.59848 0.73807
C 4.34969 -0.10550 -0.04625
O 5.93094 -0.06938 1.76100
H 8.16225 -1.64833 0.77232
H 7.51545 -3.27268 0.46279
H 7.11883 -2.43298 1.96574
H 5.85244 -2.05150 -0.64881
H 4.62118 0.14614 -1.06913
H 3.96416 0.75367 0.49058
H 3.61090 -0.90962 -0.04492
Cl 2.74569 0.84220 -3.42413
C 1.38886 0.46653 -4.48250
Cl 0.69418 -1.14521 -4.15097
H 0.60545 1.19564 -4.32356
H 1.72884 0.45670 -5.50887
Cl -6.75187 2.00463 -4.35205
C -6.47627 1.94461 -2.62188
Cl -7.98373 2.03247 -1.69315
H -5.98776 1.01032 -2.37298
H -5.85671 2.78111 -2.32472
Cl 1.29457 0.51075 3.13492
C 0.36069 2.01570 3.23114
Cl 0.64426 3.06394 1.84230
H -0.68312 1.73343 3.25692
H 0.68620 2.52133 4.12953
Cl -4.52549 -1.81159 2.67211
C -3.10151 -0.80103 3.03102
Cl -2.47783 -1.06129 4.65074
H -2.32896 -1.01820 2.30470
H -3.39926 0.23748 2.94908
Cl -3.17232 4.42070 2.08183
C -2.83168 2.98929 1.09381
Cl -3.96126 2.78303 -0.24480
H -1.82209 3.02176 0.71291
H -2.92490 2.13380 1.74701
```

Properties
max |F|	0.57	eV Å⁻¹
total charge	0
energy	-5792.5122	Eh
LUMO level	0.0076	hartree

# 7
C3H2O3 | ωB97M-V with the def2-TZVPD basis set

```
8
C3H2O3 ωB97M-V with the def2-TZVPD basis set
O 1.27892 1.27160 1.09339
C 0.69214 0.22625 1.20718
C -0.01324 -0.44526 0.01240
O 0.07357 -1.65071 -0.07934
C -0.73075 0.22070 -1.17186
O -1.25598 1.30397 -1.25297
H 0.69496 -0.37032 2.14508
H -0.73963 -0.55623 -1.95388
```

Properties
max |F|	1.44	eV Å⁻¹
total charge	0
energy	-341.1759	Eh
ΔE to the lowest compared entry with this formula, charge and spin	38.2	kcal/mol
LUMO level	-0.0514	hartree

# 8
C3H38NO17 | ωB97M-V with the def2-TZVPD basis set

```
59
C3H38NO17 ωB97M-V with the def2-TZVPD basis set
C -0.72172 0.60609 -1.54836
C -1.58712 1.46866 -2.43266
O -1.13624 1.38126 -3.77191
N 0.29606 1.27714 -0.73375
C 1.22868 0.30087 -0.19136
O 0.75511 -0.94725 0.29162
H -0.07814 -0.00817 -2.19608
H -1.14395 -0.16691 -0.87026
H -2.59972 0.98938 -2.55619
H -1.45554 2.49828 -2.11124
H -0.20408 1.20125 -3.93814
H 0.01495 1.88252 0.02415
H 2.12673 0.08695 -0.83265
H 1.59507 0.71692 0.80164
H 1.91776 3.74165 -1.71924
H 2.77377 3.02533 -0.81487
O 2.25931 3.84962 -0.82008
H 0.01101 1.59896 3.35823
H -1.15315 2.70779 3.32672
O -0.78077 1.94282 3.78256
H 1.23716 -0.51888 -3.79288
H 2.70801 -0.04953 -3.32553
O 2.02344 -0.01953 -3.99444
H -0.00844 -2.65189 3.51399
H 1.47395 -2.47744 3.14994
O 0.76155 -2.08203 3.67362
H -4.26098 0.95772 0.82864
H -3.85020 -0.52799 1.03402
O -4.58820 0.06424 0.88141
H 4.54068 -0.39947 -0.22021
H 3.21547 -1.15018 -0.21691
O 3.85531 -0.73812 -0.81278
H -2.86437 1.97273 1.35498
H -2.46016 0.91644 2.23682
O -3.09104 1.67410 2.24967
H -1.60782 -2.59573 3.12287
H -1.85499 -2.99472 1.62231
O -1.66659 -3.32427 2.50459
H -0.79912 -0.62074 0.78364
H -0.46752 -0.36518 2.23813
O -1.23715 -0.32365 1.66554
H -1.32438 4.14216 -0.86144
H -0.00158 4.22666 0.09903
O -0.92384 3.95382 -0.01339
H -1.36440 -1.02426 -3.13065
H -1.24740 -2.40657 -2.57973
O -1.37519 -1.94885 -3.42990
H 1.23998 -0.14829 2.48729
H 1.61845 0.07818 3.98282
O 1.58067 0.49418 3.11396
H 0.65516 -2.60897 -3.42526
H 0.98970 -2.18878 -2.11561
O 1.46960 -2.49639 -2.90436
H -0.03629 -2.40825 -0.25953
H -1.25624 -3.49962 -0.50083
O -0.38603 -3.18981 -0.75603
H 1.82560 -1.44364 1.08337
H 2.79891 -0.76025 1.97133
O 2.56030 -1.67037 1.69339
```

Properties
max |F|	2.60	eV Å⁻¹
total charge	-1
energy	-1470.9235	Eh
ΔE to the lowest compared entry with this formula, charge and spin	35.5	kcal/mol
LUMO level	0.0878	hartree

Which of these has the lowest total charge? C3H38NO17